{"formula": "C5H9NS", "method": "ωB97M-V with the def2-TZVPD basis set", "species": ["C", "C", "C", "C", "C", "N", "S", "H", "H", "H", "H", "H", "H", "H", "H", "H"], "positions_angstrom": [[1.94940, 0.81540, -0.64338], [-1.86620, -1.77438, -1.37481], [-1.84718, -0.78759, -0.26243], [-1.73331, -0.20756, -1.42359], [1.89860, 2.19051, -0.11851], [1.47907, -1.69891, -1.02030], [1.13692, -0.43711, 0.03368], [2.31855, 0.60578, -1.71931], [-0.94190, -2.27133, -1.66936], [-2.86755, -2.13629, -1.70613], [-1.54794, -0.53740, 0.72904], [-1.52806, 0.58061, -2.12700], [1.16132, 2.22141, 0.78165], [2.78987, 2.78031, 0.17433], [1.35980, 2.94269, -0.76938], [0.60852, -2.27832, -1.00101]], "e_above_lowest_kcal_mol": 139.00, "lumo_energy_ev": -0.230, "orbital_gap_ev": 7.90, "charge": 0}